Here is an isolated ion of composition C4H9N4Si and charge -1 at a distorted geometry from OMol25. Energies are from ωB97M-V/def2-TZVPD.

Geometry as XYZ:
```
18
Properties=species:S:1:pos:R:3:nbo_charge:R:1
C 1.51233 -0.18119 -0.14821 -0.23
C -0.84164 1.02530 -1.61001 -1.06
C -0.87537 0.72070 1.70395 -1.08
C -1.20296 -1.76334 0.13368 -1.10
N 3.48752 -0.51572 -0.79894 -0.21
N 2.22820 -0.94542 -0.89887 -0.36
N 2.28494 0.86704 0.40437 -0.38
N 3.49310 0.57014 -0.00654 -0.17
Si -0.35367 -0.06572 -0.01458 1.54
H -0.04492 0.98083 -2.24837 0.24
H -1.83526 0.67993 -1.89809 0.21
H -0.73902 2.05850 -1.26780 0.23
H -0.92734 0.03325 2.48978 0.21
H -0.06152 1.49648 1.94819 0.25
H -1.88848 1.33551 1.59869 0.21
H -2.17338 -1.82136 -0.38882 0.21
H -0.64842 -2.61258 -0.18397 0.24
H -1.41410 -1.86236 1.18553 0.22
```

Gap between HOMO and LUMO in eV: 8.240
Charge: -1
Energy in a.u.: -666.35685
Energy above the lowest of the compared OMol25 structures with the same formula, charge and spin in kcal per mole: 5.6


Here is a 2-piece molecular cluster, C7H15NO2 overall at a distorted geometry from OMol25. Energies are from ωB97M-V/def2-TZVPD.

Geometry as XYZ:
```
25
Properties=species:S:1:pos:R:3:nbo_charge:R:1
C 0.09015 -1.24032 -0.69677 0.32
C 0.81702 0.89167 -0.50139 0.13
C 0.05761 1.00196 1.53023 -0.02
C -1.30887 -0.70589 1.11065 -0.06
C 1.33886 1.33559 0.81897 -0.53
C -0.92237 -1.01989 -1.78234 -0.70
C 1.25612 -2.13185 -1.01462 -0.66
N -0.88184 2.07285 1.48637 -0.88
O -0.40837 -1.52225 0.52369 -0.51
O -0.06091 1.74183 -1.13533 -0.73
H -0.64741 2.11322 -0.44167 0.49
H 1.53462 0.50426 -1.21305 0.17
H 0.20688 0.48510 2.47288 0.17
H -1.77651 1.82942 1.89261 0.37
H -0.52900 2.93855 1.89150 0.36
H -2.08454 -0.29675 0.46866 0.16
H -1.61227 -1.09789 2.07391 0.18
H 2.15921 0.70044 1.15118 0.23
H 1.64048 2.39371 0.86534 0.20
H -1.70318 -1.79128 -1.72616 0.21
H -0.44019 -1.07297 -2.75874 0.22
H -1.40094 -0.04171 -1.71545 0.24
H 1.87050 -1.69000 -1.80163 0.22
H 0.92883 -3.11898 -1.36924 0.21
H 1.87612 -2.27883 -0.12959 0.22
```

Gap between HOMO and LUMO in eV: 7.962
Charge: 0
Energy in a.u.: -480.76350
Energy above the lowest of the compared OMol25 structures with the same formula, charge and spin in kcal per mole: 139.3


Here is C26H27N4O4Pt as an isolated structure from OMol25. Energies are from ωB97M-V/def2-TZVPD.

Geometry as XYZ:
```
62
Properties=species:S:1:pos:R:3:nbo_charge:R:1
Pt -0.95020 -0.01591 0.70900 0.86
C -3.60594 2.98300 1.43683 -0.65
C -3.11325 3.10954 0.02402 -0.04
C -3.92106 3.65858 -0.96893 -0.22
C -3.48001 3.74903 -2.27897 -0.23
C -2.21410 3.28908 -2.61303 -0.22
C -1.37660 2.74116 -1.64836 -0.04
C 0.00220 2.25298 -1.99626 -0.64
C -1.83531 2.65819 -0.32566 0.22
N -1.01690 1.99056 0.61028 -0.67
C -0.51761 2.61168 1.69205 0.61
O -0.65442 3.78999 2.00971 -0.67
C 0.38969 1.69223 2.48044 0.13
C 1.12938 2.13801 3.54865 -0.23
C 2.06064 1.26616 4.10539 -0.16
C 2.28362 0.04314 3.50849 -0.23
C 1.54219 -0.33475 2.38869 0.22
N 0.54250 0.44982 1.97895 -0.41
C 2.04377 -1.51692 1.56074 0.58
O 2.54610 -2.46111 2.19416 -0.72
N 1.99366 -1.24032 0.27748 -0.69
C 2.70622 -2.03972 -0.61738 0.26
C 4.11168 -2.14026 -0.53927 -0.06
C 4.85907 -1.44314 0.56015 -0.64
C 4.80628 -2.85983 -1.50237 -0.21
C 4.15022 -3.48325 -2.55396 -0.26
C 2.77255 -3.36773 -2.64099 -0.22
C 2.04456 -2.65293 -1.69693 -0.06
C 0.55033 -2.53824 -1.84315 -0.66
H -4.68163 3.15262 1.48909 0.20
H -3.09605 3.70122 2.08052 0.25
H -3.38267 1.99196 1.84186 0.22
H -4.91190 4.01112 -0.70505 0.20
H -4.12156 4.17552 -3.04019 0.20
H -1.86273 3.36158 -3.63608 0.20
H 0.20518 2.39313 -3.05796 0.21
H 0.14110 1.19827 -1.74306 0.24
H 0.75665 2.79144 -1.42032 0.23
H 0.97090 3.14715 3.90075 0.24
H 2.64215 1.56674 4.96834 0.21
H 3.04026 -0.65138 3.84497 0.25
H 4.49169 -0.42052 0.68144 0.21
H 5.92741 -1.40929 0.33845 0.19
H 4.70190 -1.95057 1.51436 0.25
H 5.88720 -2.92565 -1.42496 0.19
H 4.70577 -4.04592 -3.29472 0.19
H 2.23944 -3.84759 -3.45653 0.19
H 0.10856 -3.50583 -2.09461 0.20
H 0.29182 -1.83492 -2.64441 0.19
H 0.11040 -2.18766 -0.91382 0.26
N -2.41986 -0.27261 -0.73096 -0.77
C -2.94791 -1.64566 -0.89843 -0.22
C -3.19423 -2.27234 0.46456 -0.54
C -1.89206 -2.82926 1.05417 0.78
O -1.84686 -4.00751 1.36207 -0.65
O -0.90137 -2.00623 1.17188 -0.74
H -3.17617 0.35863 -0.47322 0.40
H -2.05687 0.08428 -1.61199 0.40
H -2.20091 -2.21948 -1.44810 0.22
H -3.86163 -1.61229 -1.49711 0.18
H -3.89748 -3.09838 0.38228 0.23
H -3.61779 -1.51957 1.13701 0.21
```

Gap between HOMO and LUMO in eV: 6.572
Charge: -1
Energy in a.u.: -1646.44955
Energy above the lowest of the compared OMol25 structures with the same formula, charge and spin in kcal per mole: 18.8


Here is C24H20F9N2O13PS2W as an isolated structure from OMol25. Energies are from ωB97M-V/def2-TZVPD.

Geometry as XYZ:
```
72
Properties=species:S:1:pos:R:3:mulliken_charge:R:1
W -0.70810 0.38972 -0.38888 1.44
O 3.44833 4.35645 -2.86881 -0.61
C 2.59563 3.44844 -2.31343 1.01
C 2.57164 3.21905 -0.94415 -0.69
C 1.69188 2.27214 -0.46753 0.01
N 0.92272 1.57690 -1.28722 0.64
C 0.84586 1.88337 -2.57734 0.38
C 1.70103 2.79966 -3.14809 -1.03
C -0.36309 1.28287 -3.27723 0.01
O -0.51713 1.47335 -4.47150 -0.83
O -1.13494 0.67018 -2.46124 -0.53
C 1.37839 2.05748 1.00716 0.69
O 2.09057 2.57754 1.85188 -0.86
O 0.31045 1.38102 1.16997 -0.56
H 3.96133 4.75860 -2.16010 0.30
H 3.17552 3.77537 -0.23921 0.55
H 1.60662 3.02951 -4.19944 0.56
O -6.71427 0.94120 1.01154 -0.60
C -5.36627 0.85251 0.79662 1.07
C -4.62122 -0.22446 1.25640 -0.56
C -3.27422 -0.24657 0.96510 0.10
N -2.69265 0.71663 0.25654 0.36
C -3.38867 1.79189 -0.11321 0.60
C -4.73887 1.90030 0.13266 -0.99
C -2.49565 2.84994 -0.69609 -0.20
O -2.93471 3.92384 -1.07343 -0.84
O -1.26047 2.48246 -0.65086 -0.35
C -2.27536 -1.23301 1.50772 0.34
O -2.61456 -2.11178 2.27598 -0.84
O -1.06193 -0.93487 1.15582 0.15
H -7.00755 0.11987 1.41832 0.29
H -5.04143 -1.03774 1.83520 0.42
H -5.26364 2.78662 -0.19379 0.53
F -3.03068 -0.58288 -3.94902 -0.26
C -3.54721 -1.21872 -2.89990 0.05
F -4.55062 -1.99380 -3.38623 -0.35
F -4.12470 -0.30605 -2.11011 -0.12
C -2.47914 -2.05026 -2.08316 1.06
O -1.88199 -1.37825 -1.10340 -0.26
C -3.25134 -3.23004 -1.38346 0.12
F -4.34816 -2.75630 -0.75449 -0.26
F -3.67874 -4.19580 -2.22838 -0.30
F -2.50088 -3.82313 -0.46493 -0.20
C -1.49000 -2.69276 -3.11715 0.15
F -0.56593 -1.83571 -3.52448 -0.10
F -0.85926 -3.75204 -2.58490 -0.28
F -2.12992 -3.14614 -4.22474 -0.33
C 0.88433 -2.98214 2.99097 -1.14
C 1.83356 -1.80180 3.06592 0.57
C 1.43254 -0.80311 4.13367 -1.24
O 1.80369 -1.06907 1.82908 -0.32
P 2.52444 -1.42568 0.45423 0.63
S 3.55607 -3.09501 0.50544 -0.49
S 1.12466 -1.28761 -0.97753 -0.75
O 3.50013 -0.16981 0.16956 -0.02
C 4.76419 0.07067 0.80181 0.62
C 5.11816 1.51535 0.50068 -1.40
C 4.78262 -0.18508 2.29771 -1.24
H 0.85016 -3.48976 3.95986 0.44
H 1.22567 -3.68909 2.23529 0.30
H -0.11698 -2.64835 2.72708 0.04
H 2.85152 -2.16463 3.22800 0.31
H 0.41804 -0.45130 3.93882 0.09
H 2.08693 0.06828 4.12662 0.25
H 1.46594 -1.27312 5.11947 0.40
H 5.48827 -0.58939 0.31092 0.21
H 4.38436 2.17715 0.96368 0.14
H 5.12866 1.69240 -0.57730 0.28
H 6.10866 1.74353 0.90194 0.53
H 4.05871 0.46207 2.79536 0.13
H 5.77641 0.05517 2.68428 0.55
H 4.56260 -1.22622 2.51943 0.21
```

Gap between HOMO and LUMO (alpha / beta) in eV: 5.529 / 5.530
Charge: -2
Energy in a.u.: -4118.31907
Energy above the lowest of the compared OMol25 structures with the same formula, charge and spin in kcal per mole: 0.0


Here is an isolated molecule of C14H17BrN4O2S at a distorted geometry from OMol25. Energies are from ωB97M-V/def2-TZVPD.

Geometry as XYZ:
```
39
Properties=species:S:1:pos:R:3:nbo_charge:R:1
C 3.01407 2.59647 2.09292 -0.37
C 1.88052 2.37996 1.45473 -0.21
C 1.32634 3.28419 0.39461 -0.10
O 1.06430 2.59501 -0.82144 -0.49
C 0.23395 1.52274 -0.83268 0.20
C 0.58551 0.49340 -1.70282 -0.09
Br 2.18522 0.71222 -2.70088 0.07
C -0.14939 -0.67019 -1.83000 -0.27
C -1.28582 -0.82980 -1.05409 -0.04
C -1.97293 -2.16478 -0.96171 -0.26
N -1.23702 -3.05430 -0.04967 -0.40
N -0.91382 -2.44724 1.15458 -0.25
C 0.33449 -2.08579 1.60032 0.35
C 1.58729 -2.33449 0.85275 -0.67
N 0.26343 -1.52890 2.76715 -0.27
N -1.05328 -1.49386 3.07723 -0.39
C -1.82600 -2.05747 2.11171 0.21
S -3.46336 -2.15936 2.09411 -0.27
C -1.68421 0.19878 -0.20923 -0.32
C -0.96081 1.37790 -0.09596 0.33
O -1.33209 2.41154 0.71038 -0.52
C -2.49955 2.27617 1.48890 -0.25
H 3.62598 3.45843 1.88461 0.19
H 3.37087 1.92695 2.85651 0.20
H 1.28263 1.50411 1.67487 0.20
H 0.41508 3.77288 0.75915 0.20
H 2.05736 4.04582 0.11344 0.20
H 0.17581 -1.44083 -2.51266 0.23
H -2.02031 -2.67534 -1.92285 0.22
H -2.98184 -2.05818 -0.55858 0.24
H -0.37074 -3.37219 -0.47742 0.37
H 1.55581 -1.85536 -0.12580 0.24
H 2.41442 -1.92186 1.42180 0.26
H 1.75020 -3.40391 0.71845 0.23
H -1.37277 -1.13878 3.96265 0.43
H -2.58563 0.06296 0.36631 0.24
H -3.38794 2.15976 0.86198 0.18
H -2.42821 1.43154 2.18046 0.18
H -2.57683 3.20187 2.05657 0.20
```

Gap between HOMO and LUMO in eV: 8.665
Charge: 0
SMILES: C=CCOc1c(Br)cc(CNn2c(C)n[nH]c2=S)cc1OC
Energy in a.u.: -3885.31793
Energy above the lowest of the compared OMol25 structures with the same formula, charge and spin in kcal per mole: 0.0